1.
Below is 2 unconnected molecules or ions with the total composition Br2ClHNP in a non-equilibrium geometry, with properties calculated with ωB97M-V/def2-TZVPD.

Output
LUMO level (spin up / spin down) in eV: -4.6 / -4.6
Frontier orbital gap (spin up / spin down) in eV: 4.342 / 4.343
Charge: 0
Max |F| in eV/Å: 2.476
Energy relative to the best compared isomer or geometry (same formula, charge and spin) in kcal per mole: 73.5

Last column: natural (NBO) charge in e.
Atoms and positions in Å:
N  1.2647  0.4365  -0.0789  -1.010
P  -0.1817  0.0203  0.3991  1.208
Cl  -1.7980  0.1353  -3.0175  -0.515
Br  -0.8664  1.6451  1.6552  -0.025
Br  -0.2580  -1.8802  1.5982  -0.077
H  1.8393  -0.3571  -0.5562  0.419

2.
Below is 2 unconnected molecules or ions with the total composition C3H2ClFIO2 in a non-equilibrium geometry, with properties calculated with ωB97M-V/def2-TZVPD.

Output
LUMO level (spin up / spin down) in eV: 2.8 / 2.8
Frontier orbital gap (spin up / spin down) in eV: 7.876 / 7.196
Charge: -1
Max |F| in eV/Å: 2.725
Energy relative to the best compared isomer or geometry (same formula, charge and spin) in kcal per mole: 81.4

Last column: natural (NBO) charge in e.
Atoms and positions in Å:
C  -1.1917  -1.2610  -0.2154  0.630
C  1.7615  1.0806  -0.9364  -0.393
C  -0.7873  -0.5236  1.0560  0.184
O  -0.9488  -0.7900  -1.3361  -0.745
O  -1.6909  -2.2983  0.1665  -0.678
F  -0.8240  -1.2768  2.2381  -0.373
Cl  2.6142  2.4165  -0.3254  -0.025
I  -1.7534  1.3893  1.2517  -0.012
H  0.8240  1.2088  -1.4300  0.215
H  1.9964  0.0545  -0.4690  0.198

3.
Below is a single C5H11BFNO3 molecule in a non-equilibrium geometry, with properties calculated with ωB97M-V/def2-TZVPD.

Output
LUMO level in eV: 0.4
Frontier orbital gap in eV: 10.691
Charge: 0
Max |F| in eV/Å: 1.138
SMILES: CB(O)N(CCCF)C(=O)O

Last column: natural (NBO) charge in e.
Atoms and positions in Å:
C  -1.6518  2.1061  -0.0479  -1.008
B  -0.9025  1.1307  -1.0266  1.095
O  -1.1283  1.2212  -2.4032  -0.926
N  -0.0206  0.0815  -0.5659  -0.756
C  0.9276  0.3626  0.5342  -0.204
C  1.3823  -0.9235  1.2209  -0.460
C  0.2814  -1.5705  2.0606  0.054
F  0.4816  -1.3029  3.4203  -0.376
C  0.6200  -0.6213  -1.6208  0.927
O  1.7082  -0.3910  -2.0661  -0.596
O  -0.1606  -1.6297  -2.0566  -0.677
H  -1.0848  2.4198  0.8302  0.233
H  -1.9489  3.0030  -0.6000  0.242
H  -2.5763  1.6307  0.3056  0.248
H  -1.9467  0.7922  -2.6758  0.505
H  0.4097  0.9800  1.2705  0.210
H  1.7900  0.9285  0.1703  0.211
H  2.2389  -0.7198  1.8712  0.237
H  1.7311  -1.6503  0.4786  0.213
H  -0.6987  -1.1674  1.7848  0.166
H  0.2493  -2.6554  1.9303  0.167
H  0.2993  -2.0245  -2.8145  0.497

4.
Below is a molecular structure, C5H8O3Sc in a non-equilibrium geometry, with properties calculated with ωB97M-V/def2-TZVPD.

Output
LUMO level in eV: -5.9
Frontier orbital gap in eV: 6.931
Charge: +1
Max |F| in eV/Å: 5.050
Energy relative to the best compared isomer or geometry (same formula, charge and spin) in kcal per mole: 0.0

Last column: natural (NBO) charge in e.
Atoms and positions in Å:
Sc  0.0218  0.9425  1.6312  2.127
O  -0.0144  -0.9652  1.2395  -0.830
O  0.6300  0.2288  -0.6146  -0.590
C  -0.2945  1.0622  -1.2788  -0.109
C  0.0804  2.4546  -0.7834  -0.103
O  0.4145  2.4764  0.5693  -0.847
C  0.7200  -0.9713  0.1099  0.461
H  -0.1626  0.9661  -2.3669  0.233
H  -1.3299  0.7512  -1.0732  0.178
H  -0.6906  3.1799  -1.0979  0.207
H  1.0339  2.7099  -1.2887  0.202
C  0.6436  -2.1601  -0.8000  -0.458
C  1.9796  -1.9530  -0.0866  -0.422
H  0.0104  -2.9744  -0.4393  0.235
H  0.6221  -1.9575  -1.8739  0.231
H  2.2089  -2.6635  0.7130  0.244
H  2.8058  -1.6258  -0.7244  0.242

5.
Below is a gas-phase ion, C6H9O2 (charge -1) in a non-equilibrium geometry, with properties calculated with ωB97M-V/def2-TZVPD.

Output
LUMO level in eV: 3.5
Frontier orbital gap in eV: 7.433
Charge: -1
Max |F| in eV/Å: 1.022
Energy relative to the best compared isomer or geometry (same formula, charge and spin) in kcal per mole: 9.0
SMILES: C=CCCCC(=O)[O-]

Last column: natural (NBO) charge in e.
Atoms and positions in Å:
C  1.2374  1.9008  1.8301  -0.437
C  0.6947  1.3796  0.7452  -0.142
C  1.1820  0.1067  0.0956  -0.448
C  0.2569  -0.5636  -0.9441  -0.381
C  -1.2221  -0.4737  -0.5793  -0.524
C  -1.9540  -1.7768  -0.9876  0.761
O  -2.3670  -2.4931  -0.0512  -0.786
O  -2.0053  -1.9969  -2.2201  -0.798
H  2.1019  1.4042  2.2633  0.174
H  0.8780  2.7533  2.3910  0.188
H  -0.2105  1.7868  0.3055  0.200
H  2.1930  0.2835  -0.2911  0.200
H  1.3264  -0.6278  0.8897  0.205
H  0.5475  -1.6088  -0.9707  0.213
H  0.4569  -0.1298  -1.9299  0.193
H  -1.7643  0.3562  -1.0443  0.193
H  -1.3515  -0.3006  0.4980  0.191

6.
Below is a single C4H7NS molecule in a non-equilibrium geometry, with properties calculated with ωB97M-V/def2-TZVPD.

Output
LUMO level in eV: 0.9
Frontier orbital gap in eV: 9.583
Charge: 0
Max |F| in eV/Å: 5.173
Energy relative to the best compared isomer or geometry (same formula, charge and spin) in kcal per mole: 60.6
SMILES: C/N=C1\S[C@@H]1C

Last column: natural (NBO) charge in e.
Atoms and positions in Å:
C  -2.5719  0.6227  -0.1604  -0.424
N  -1.3532  -0.1423  0.2756  -0.419
C  -0.2407  0.3020  0.3044  0.173
S  0.6868  1.6224  -0.3090  0.093
C  1.2968  0.0511  0.4944  -0.302
C  2.0216  -1.0478  -0.2808  -0.651
H  -2.2067  1.6420  -0.0402  0.188
H  -3.3761  0.5664  0.4809  0.204
H  -2.9640  0.2891  -1.1469  0.214
H  1.6465  0.1791  1.5081  0.228
H  1.8761  -1.9810  0.3479  0.237
H  3.2061  -1.0502  -0.0638  0.215
H  1.9787  -1.0536  -1.4103  0.245

| no. | E (Eh) |
| --- | --- |
| 1 | -6004.83059 |
| 2 | -1123.68604 |
| 3 | -602.41137 |
| 4 | -1181.46471 |
| 5 | -384.53115 |
| 6 | -609.46191 |